Density functional theory data (ωB97M-V/def2-TZVPD) for 11 unconnected molecules or ions with the total composition C40H73BBr6N3O26.

Properties
2S+1 = 2
Largest force on an atom = 10.588 eV/A
⟨S²⟩ = 0.755
Frontier orbital gap (spin up / spin down) = 8.061 / 2.688 eV
HOMO (spin up / spin down) = -9.2 / -9.2 eV

Structure (XYZ):
```
149
Properties=species:S:1:pos:R:3:forces:R:3
O -0.4087 0.2101 -0.6346 1.2 -2.5 2.0
C -0.0975 -0.5080 0.3484 -1.3 4.3 -3.3
O -0.9241 -1.1849 1.0472 -0.3 -1.5 1.2
B -0.2965 -1.4032 2.4075 -0.6 -0.2 -0.8
O 1.0649 -0.9217 2.2681 0.5 0.5 0.2
C 1.1855 -0.3218 1.1151 3.9 1.8 -1.6
O 2.1835 0.3176 0.7022 -3.1 -2.2 1.2
O -0.2838 -2.7769 2.8280 -0.5 -0.9 2.3
C -0.8701 -2.8386 4.0748 -1.7 -3.6 0.7
O -1.0457 -3.8706 4.7963 1.4 4.5 -3.3
C -1.5344 -1.4234 4.2632 -1.8 -1.3 6.5
O -1.1064 -0.6473 3.3752 0.8 1.5 -2.1
O -2.2243 -1.1450 5.2715 1.7 -0.9 -3.3
C 2.8420 2.2924 -1.4179 0.7 -0.5 1.9
O 3.4647 2.9343 -2.5378 0.9 -1.5 2.0
C 2.6033 3.6634 -3.2782 0.0 1.3 -0.9
C 3.5309 4.4076 -4.2265 -1.9 -1.3 -2.2
N 3.7063 3.4422 -5.3528 3.2 2.3 1.3
C 4.7899 3.7730 -6.3090 -2.0 0.4 -1.4
C 5.0559 2.5804 -7.2026 1.4 1.4 -0.8
O 6.2120 2.8323 -8.0792 0.3 -3.0 2.4
C 6.3078 4.0154 -8.7864 -2.0 1.0 -0.1
H 2.1276 1.4788 -1.5439 -1.0 0.8 -1.0
H 2.5952 3.0699 -0.6950 -0.9 0.0 -0.2
H 3.4887 1.6675 -0.8019 1.3 0.4 -0.6
H 1.9769 4.4657 -2.8883 -0.1 -0.3 1.4
H 1.9140 2.9423 -3.7175 -0.4 0.3 -1.0
H 4.5626 4.5894 -3.9254 -0.1 0.1 0.8
H 3.0528 5.3360 -4.5390 0.3 0.1 -0.4
H 3.8598 2.5655 -4.8753 -0.6 -1.2 -0.3
H 5.6881 4.1612 -5.8288 0.0 -0.3 0.6
H 4.4272 4.5959 -6.9248 -0.2 0.3 0.2
H 4.1736 2.3583 -7.8029 0.0 -0.2 0.0
H 5.2357 1.8307 -6.4321 0.7 -0.9 -1.0
H 7.2761 4.3582 -9.1511 0.4 -0.8 0.6
H 5.8962 4.7515 -8.0960 0.2 0.9 -0.8
H 5.6854 3.8819 -9.6712 -0.3 0.6 -0.2
C -6.6897 8.7236 -3.3552 -0.2 -1.7 -0.2
O -6.3593 7.5149 -4.1366 -0.6 1.5 1.1
C -5.1478 7.6361 -4.8615 -0.1 -1.0 0.5
C -3.7765 7.5145 -4.0327 -0.4 0.4 -2.7
N -3.1376 6.1828 -4.2076 -0.4 1.8 0.3
C -3.9082 5.1008 -3.6398 1.3 0.3 -0.1
C -3.0806 3.8302 -3.7857 -0.1 -1.9 0.5
O -2.0190 3.6338 -2.7794 -0.7 1.4 -2.3
C -2.3545 2.7581 -1.7716 -0.5 0.3 1.6
H -5.7588 9.0700 -2.9063 -0.4 0.5 0.1
H -7.4307 8.4411 -2.6074 0.5 -0.6 0.4
H -7.3059 9.4665 -3.8617 0.8 0.3 -0.9
H -5.2444 8.4753 -5.5503 0.6 0.7 0.4
H -5.2346 6.7991 -5.5543 0.6 -0.3 0.1
H -3.7711 7.9699 -3.0424 -0.5 -0.5 0.4
H -3.1407 8.1672 -4.6309 0.3 0.2 0.2
H -2.2119 6.2716 -3.8135 0.1 -0.4 0.2
H -4.8329 5.1923 -4.2095 -0.2 -1.1 0.2
H -4.1287 5.2524 -2.5831 -0.2 -0.1 0.3
H -2.6169 3.6426 -4.7541 0.2 0.9 -0.2
H -3.7210 2.9498 -3.7317 -0.4 -0.1 0.4
H -1.6669 3.0049 -0.9625 0.2 -0.6 0.1
H -2.3572 1.6981 -2.0255 0.4 -0.1 -0.2
H -3.3364 2.9859 -1.3568 -0.4 0.1 0.0
C 0.8565 -3.2005 -3.2857 0.1 -2.3 -0.9
O 1.1026 -2.3454 -4.3848 0.6 0.1 0.8
C 0.7019 -1.0483 -4.0679 -0.6 0.9 1.2
C -0.7871 -0.9307 -3.6994 0.3 0.0 -1.8
N -1.5699 -1.3821 -4.9178 0.4 0.6 2.2
C -2.9947 -1.6772 -4.6506 0.6 2.7 -2.5
C -3.1824 -3.0662 -4.3839 -0.3 -3.3 0.4
O -2.4969 -3.8333 -5.4262 -0.2 1.0 0.9
C -2.5028 -5.1812 -5.0849 0.5 -0.9 -0.7
H -0.1929 -3.4952 -3.2723 -0.2 0.2 0.4
H 1.2218 -3.0511 -2.2696 0.0 1.5 -0.1
H 1.3707 -4.1381 -3.4969 0.1 -0.1 -0.5
H 1.0163 -0.3287 -4.8238 -0.5 -0.4 -0.7
H 1.2194 -0.6481 -3.1961 0.4 -0.3 0.6
H -0.8684 0.1244 -3.4381 -0.7 0.2 -0.4
H -1.0327 -1.4395 -2.7673 0.1 -0.4 0.0
H -1.2317 -2.3136 -5.1131 0.8 0.0 -0.5
H -3.4284 -1.5839 -5.6462 -0.6 0.7 -0.1
H -3.4092 -0.9212 -3.9837 -0.3 -0.4 0.2
H -4.1852 -3.4745 -4.5103 -0.5 0.7 0.7
H -2.8173 -3.2981 -3.3834 0.3 -0.6 0.1
H -3.4909 -5.5733 -4.8439 -0.2 0.2 0.4
H -1.7644 -5.3875 -4.3102 -0.2 -0.1 0.4
H -2.1978 -5.7593 -5.9572 0.2 0.2 -0.1
Br -0.1897 -3.7253 8.3994 -1.3 -0.3 -0.6
C -1.8819 -4.5416 7.6789 -0.4 -1.7 1.5
C -2.4815 -5.5879 8.8055 0.2 0.5 -1.6
Br -3.3266 -7.0885 7.8349 0.0 0.3 0.0
H -1.6752 -5.0410 6.7323 0.7 -0.4 0.6
H -2.6064 -3.8206 7.3003 0.1 0.5 1.0
H -3.2832 -5.2362 9.4547 0.2 0.6 -0.4
H -1.7925 -6.1188 9.4624 0.5 0.6 -0.5
Br 0.6609 -4.8204 -0.1091 1.0 -0.2 0.7
C 2.3858 -4.6835 0.8985 0.5 -0.4 -0.3
C 3.4023 -3.9530 0.0181 -1.1 1.1 -0.2
Br 4.9529 -3.4337 1.0863 -0.4 -0.2 -0.4
H 2.8024 -5.6409 1.2117 -0.5 -0.4 -0.6
H 2.1571 -4.2153 1.8559 -0.1 0.7 -0.5
H 2.9063 -3.0718 -0.3887 0.2 0.7 0.7
H 3.6839 -4.3701 -0.9487 0.4 -1.1 0.6
Br 0.9027 -0.0041 8.6886 -1.3 -0.3 0.2
C -1.1247 0.0107 8.9497 0.7 -0.6 -1.0
C -1.5738 1.4350 9.1756 0.7 -0.7 1.0
Br -0.7204 1.8929 10.9078 -0.4 0.5 -0.1
H -1.4796 -0.6763 9.7179 0.8 0.3 0.5
H -1.4466 -0.5146 8.0506 -0.2 0.7 -0.4
H -2.6376 1.4826 9.4082 0.1 0.1 -0.4
H -1.2020 2.1463 8.4380 -0.3 -0.1 0.1
C -5.1032 0.2772 0.3430 0.6 -1.5 0.2
C -3.9180 0.1535 1.2769 2.0 -0.6 -0.9
O -3.8286 1.4193 1.8803 0.6 1.4 1.1
C -4.8888 2.1972 1.6048 -1.2 0.8 2.6
O -5.1781 3.2724 2.1587 1.1 -3.6 -2.7
O -5.6875 1.4126 0.8298 -2.4 3.3 -0.2
H -5.7987 -0.5522 0.4716 0.0 0.0 -0.1
H -4.8585 0.3615 -0.7158 0.2 0.2 0.0
H -2.9528 0.0548 0.7801 -0.2 -0.3 -0.4
H -3.9326 -0.6783 1.9811 -0.5 0.4 0.4
C 2.6559 -2.5924 6.2648 1.0 1.6 0.0
C 3.0360 -2.5330 4.7984 0.5 0.1 -0.5
O 3.7833 -1.2706 4.6697 -0.4 -0.6 -0.5
C 4.2414 -0.8846 5.8729 1.6 1.9 1.2
O 5.1130 0.0103 6.0554 -3.8 -3.9 -0.6
O 3.5635 -1.6230 6.8221 2.1 1.5 0.2
H 2.9452 -3.5141 6.7697 -0.9 -0.1 -0.2
H 1.6985 -2.1138 6.4706 -0.4 -1.0 0.1
H 2.1891 -2.5838 4.1140 0.0 0.6 0.0
H 3.7097 -3.3308 4.4856 0.2 0.0 0.2
C 4.0857 1.5805 2.4570 -0.3 -3.6 0.1
C 5.4994 0.9178 2.5399 -0.7 0.1 -2.4
O 6.2961 2.0795 2.8406 4.3 -5.8 -3.6
C 5.6263 2.9310 3.3566 -3.9 7.5 6.4
O 6.0674 3.9085 3.9882 -1.7 -2.2 -2.1
O 4.2389 2.5831 3.3280 1.8 3.6 1.8
H 3.4043 0.8308 2.8593 -0.2 0.1 0.1
H 3.5929 1.8979 1.5380 0.9 0.0 -0.5
H 5.7891 0.5401 1.5593 0.3 0.0 0.1
H 5.6529 0.1321 3.2796 -0.3 0.4 0.3
C 0.1529 -7.4202 3.1488 0.1 1.1 0.4
C -0.2414 -7.2410 4.5957 1.0 1.9 -0.1
O 0.2514 -8.4355 5.2154 -0.5 1.7 1.1
C 0.2195 -9.3535 4.3197 -1.4 -5.5 -2.2
O 0.1361 -10.5753 4.5242 0.8 3.8 -0.7
O 0.1133 -8.8123 3.0133 0.2 -1.1 1.0
H 1.1482 -7.0082 2.9821 0.4 -0.3 -0.1
H -0.4931 -6.8338 2.4954 -0.3 -0.7 -0.2
H -1.3073 -7.0407 4.7052 0.0 -0.6 0.4
H 0.3264 -6.3962 4.9858 -0.3 0.0 0.4
```
Positions in Å, forces in eV/Å.



Density functional theory data (ωB97M-V/def2-TZVPD) for 5 unconnected molecules or ions with the total composition C40H73BrF3N4O17P4.

Properties
Net charge = +1
Largest force on an atom = 6.840 eV/A
Frontier orbital gap = 6.919 eV
HOMO = -10.2 eV

Structure (XYZ):
```
142
Properties=species:S:1:pos:R:3:forces:R:3
C -1.4961 0.4982 4.7855 -0.9 -0.4 -0.2
C -1.4600 -0.5874 3.5588 -1.0 -0.1 1.7
C -1.2299 0.1081 2.1596 0.0 0.9 1.7
Br -3.0679 0.9557 1.9647 0.5 -0.1 -0.4
C -0.4791 -0.6470 0.9132 -0.4 0.8 0.6
C -1.1146 0.2476 -0.3047 -2.2 0.2 -0.3
C -1.0014 0.1682 -1.8485 -1.0 -0.9 -5.0
C 0.1094 0.7923 -2.8712 0.5 0.7 1.6
N -1.9881 -0.2430 -2.6594 2.2 1.2 3.3
C -0.7901 -2.2255 0.7488 -0.7 -1.8 -1.8
C -2.2317 -2.5502 0.0558 -2.1 0.2 0.5
N -3.4191 -1.9752 0.7961 -0.5 -0.3 -1.0
C -4.4915 -1.5413 -0.1811 -0.3 0.4 0.1
C -0.7929 -3.2522 1.9321 -1.6 -4.0 3.0
F -0.8938 -4.6461 1.4877 0.7 3.0 -0.4
F -1.9536 -3.3184 2.7880 2.6 1.4 -1.8
F 0.3099 -3.3580 2.7974 -1.6 1.2 -1.7
C 0.2925 -2.9402 -0.2787 2.4 0.2 1.4
P -0.3408 -3.8637 -1.7828 -1.1 0.8 -4.6
O -0.6392 -2.9838 -3.0243 0.8 -1.3 3.0
C 1.5242 -1.9287 -0.6911 -2.7 0.7 -1.4
P 2.4742 -2.8257 -2.0465 1.6 0.5 -2.0
C 4.0979 -3.6660 -1.5790 0.9 -0.1 -0.6
O 3.0889 -1.5512 -3.0924 -1.9 -1.6 1.4
N 2.1351 -1.2068 0.4829 0.1 1.0 -1.4
C 3.2679 -0.3919 -0.1747 2.8 0.6 -1.9
P 3.0254 -2.4353 1.4314 5.8 -2.2 2.9
N 4.6333 -2.2069 1.4911 -2.3 -0.2 -0.4
C 1.1322 -0.2716 1.1881 -2.9 1.8 1.6
C 1.5427 -0.1927 2.7365 -0.8 -0.1 1.2
C 2.9897 0.1767 3.2468 3.6 0.4 2.0
O 3.8115 1.0491 2.9218 -3.0 -2.5 -0.1
C 3.3949 -0.6463 4.5909 -1.0 -2.1 3.1
C 2.2448 -0.8753 5.6478 2.3 -1.4 0.4
C 2.4151 -1.7045 6.9373 2.8 0.8 -3.2
C 3.8009 -2.3441 7.1896 -0.3 2.0 -2.7
C 4.9810 -2.0995 6.1989 -3.7 1.5 -0.8
C 4.7549 -1.2511 4.9194 -2.0 -0.6 1.6
P 1.5009 1.5870 0.8369 5.3 -0.1 0.8
O 1.4594 2.2564 -0.6379 -2.4 0.7 0.3
O 1.2922 2.6912 2.0625 -2.5 -0.4 -1.1
H -0.9056 0.1089 5.6790 -0.6 0.7 -1.3
H -1.1795 1.5427 4.4597 -0.1 -1.4 0.5
H -2.5870 0.5957 5.1522 1.8 -0.1 -0.6
H -0.7610 -1.4113 3.9001 -0.5 1.0 -0.9
H -2.5169 -1.0576 3.5988 1.9 0.6 -0.5
H -0.7387 1.1405 2.3794 -0.2 -2.2 -0.7
H -2.2503 0.0211 -0.2262 2.0 0.3 0.2
H -1.1042 1.3800 -0.0409 0.4 -1.9 -0.1
H -0.0376 1.9406 -2.8119 0.3 -1.8 -0.3
H 1.1851 0.6024 -2.5582 -1.2 0.3 -0.3
H 0.0026 0.4463 -3.9435 -0.4 0.3 1.5
H -2.8118 -0.5335 -2.1180 0.1 -0.1 0.0
H -2.4943 -3.6543 0.0163 1.3 1.2 0.0
H -2.3352 -2.1464 -0.9986 0.9 -0.5 1.2
H -3.8941 -2.7170 1.3420 0.9 0.6 -0.3
H -4.5778 -2.2540 -1.0697 0.0 0.9 1.0
H -5.4876 -1.5107 0.3789 1.4 -0.1 -0.8
H -4.3105 -0.4738 -0.5667 -0.1 -1.5 0.6
H 0.8990 -3.7833 0.2396 -1.4 1.2 -0.4
H 0.6032 -4.8957 -2.1863 -0.5 0.6 1.2
H -1.5378 -4.6609 -1.5728 1.0 0.5 0.7
H 1.1048 -1.0329 -1.3000 0.4 -1.7 0.7
H 4.8400 -3.0491 -0.9770 -1.0 -1.0 -0.4
H 4.6229 -3.8585 -2.5974 -1.1 0.5 1.5
H 3.9021 -4.7189 -1.1694 0.2 1.7 -0.3
H 2.3048 -1.4018 -3.6810 1.0 0.0 0.4
H 3.8911 0.2063 0.5537 -1.3 -0.6 -0.7
H 2.9011 0.1852 -1.1024 0.0 -0.6 1.9
H 4.0666 -1.0657 -0.6711 -1.6 0.4 1.1
H 2.7071 -2.6015 2.8087 -1.1 0.2 -0.7
H 2.9364 -3.7764 0.8777 -1.1 1.5 -0.3
H 4.9497 -2.1341 2.4618 -0.3 0.3 -0.3
H 0.9756 0.5874 3.3838 0.5 -1.0 -1.6
H 1.1900 -1.1584 3.2148 0.9 1.1 -0.5
H 1.2114 -0.4181 5.4257 1.8 -0.8 0.5
H 1.4901 -1.8142 7.6055 1.8 0.0 -0.9
H 3.9530 -2.9937 8.1067 -0.1 1.0 -1.4
H 6.0129 -2.5522 6.3469 -1.7 0.6 0.0
H 5.6262 -1.1254 4.1834 -1.4 -0.1 1.3
H 0.6870 2.8429 -0.8273 0.5 -0.5 -0.2
H 0.3993 3.1290 2.0991 0.8 -0.3 0.1
C 3.9054 5.2602 -0.4441 0.1 0.2 -0.2
C 4.4775 3.8564 -0.4368 -0.3 0.3 0.5
O 5.0533 3.5330 -1.7090 0.4 -0.2 -0.1
C 6.2837 4.0282 -1.9297 -0.1 0.2 -0.1
O 6.9290 4.6963 -1.1601 -0.2 -0.3 -0.3
O 6.6602 3.6690 -3.1684 -0.2 0.0 0.5
C 7.9243 4.2003 -3.5649 0.5 0.1 -0.2
H 3.2097 5.3871 -1.2784 -0.1 -0.1 0.1
H 3.3807 5.4692 0.4907 0.0 -0.1 0.0
H 4.6929 6.0067 -0.5707 0.0 -0.1 0.1
H 3.6721 3.1403 -0.2653 0.2 -0.1 -0.3
H 5.2067 3.7224 0.3669 0.1 0.1 -0.2
H 8.6987 3.9759 -2.8287 -0.2 0.1 0.0
H 7.8420 5.2783 -3.7204 0.1 -0.1 0.2
H 8.2022 3.7333 -4.5104 -0.3 -0.1 0.1
C -9.1897 -3.2081 3.5692 0.2 0.0 -0.3
C -8.6554 -3.6905 4.9045 -0.6 0.4 0.0
O -7.6240 -4.6687 4.7174 0.7 0.1 0.1
C -6.4123 -4.1803 4.4127 -0.5 -0.1 -0.1
O -6.1230 -3.0129 4.2956 0.1 -0.4 0.0
O -5.5776 -5.2191 4.2351 -0.2 0.3 0.1
C -4.2670 -4.8387 3.8263 0.3 -0.1 0.0
H -9.5035 -4.0544 2.9526 -0.1 0.0 0.2
H -10.0400 -2.5384 3.7124 0.0 -0.1 0.0
H -8.4205 -2.6728 3.0073 -0.1 0.0 0.1
H -9.4565 -4.1819 5.4609 0.3 -0.2 0.0
H -8.2982 -2.8601 5.5196 0.2 -0.1 -0.2
H -3.8417 -4.0905 4.4983 -0.2 0.0 -0.2
H -4.2927 -4.4644 2.8000 0.0 0.1 0.1
H -3.6342 -5.7265 3.8555 -0.3 0.0 0.0
C -2.3199 7.6260 0.9025 0.3 0.0 0.0
C -2.9524 6.9425 -0.2952 -0.3 0.0 0.6
O -2.2817 7.3135 -1.5063 0.4 -0.4 -0.3
C -1.1308 6.6694 -1.7514 -0.2 0.5 -0.1
O -0.6300 5.8147 -1.0554 -0.1 0.0 -0.2
O -0.6175 7.1567 -2.8922 -0.3 -0.3 0.5
C 0.6569 6.6134 -3.2319 0.5 -0.1 -0.2
H -2.2735 8.7069 0.7479 -0.2 -0.1 0.0
H -2.8909 7.4212 1.8104 0.0 0.0 -0.1
H -1.2940 7.2824 1.0560 -0.1 -0.1 0.0
H -3.9887 7.2723 -0.3969 0.2 0.1 -0.3
H -2.9702 5.8555 -0.1765 0.2 0.1 -0.1
H 0.6360 5.5215 -3.2355 0.0 0.1 0.1
H 1.4147 6.9818 -2.5365 -0.1 -0.2 0.0
H 0.9119 6.9551 -4.2355 -0.3 0.1 0.1
C -1.4426 -2.4654 -6.1843 -0.2 0.1 0.0
C -0.1826 -2.1445 -6.9652 -0.1 -0.3 0.6
O -0.5004 -1.7244 -8.2973 0.1 0.5 -0.2
C -0.8975 -0.4471 -8.4200 -0.2 -0.2 -0.1
O -0.9951 0.3568 -7.5236 0.1 -0.2 -0.3
O -1.1907 -0.2254 -9.7119 0.2 -0.1 0.5
C -1.7056 1.0796 -9.9719 -0.2 0.4 -0.2
H -2.0591 -3.1862 -6.7284 0.2 0.0 0.0
H -1.1949 -2.8779 -5.2039 0.0 0.1 -0.1
H -2.0538 -1.5717 -6.0371 0.2 0.0 0.1
H 0.4274 -3.0462 -7.0577 -0.1 0.1 -0.3
H 0.4275 -1.3933 -6.4551 -0.2 0.1 -0.2
H -1.0484 1.8538 -9.5708 -0.1 -0.1 0.1
H -2.7103 1.1729 -9.5535 0.2 0.1 0.1
H -1.7667 1.2061 -11.0534 0.1 -0.3 0.1
```
Positions in Å, forces in eV/Å.



Record order is preserved below.
DFT total energy: -521291.0260 -198762.0842 eV